Entry 1:
9
Properties=species:S:1:pos:R:3 method="wB97M-V/def2-TZVPD" charge=0 de_lowest_kj_mol=36.6 e_lumo_ev=-1.2880
N 1.42078 -0.51838 0.57091
C 0.33888 0.24247 0.11973
C -0.99778 -0.41438 0.27444
O -1.78605 -0.12047 1.14488
H 1.23592 -1.50006 0.39087
H 0.29472 1.18300 0.70736
H 0.44188 0.51015 -0.97471
H -1.22833 -1.25567 -0.39951
K 0.27997 1.87334 -1.83398

=====

Entry 2:
10
Properties=species:S:1:pos:R:3 method="wB97M-V/def2-TZVPD" charge=+3 multiplicity=2 e_lumo_ev="-14.4576 / -15.5566"
O -3.36014 -1.34407 2.01522
C 1.64375 0.60064 -0.07727
C 1.15446 0.75301 -1.44488
O 0.41982 -0.05477 -0.49638
La -1.92837 -0.31623 0.33051
Li -4.11788 -2.78129 2.88335
H 2.45013 -0.10262 0.12851
H 1.49617 1.41218 0.63563
H 1.59848 0.16017 -2.24416
H 0.64358 1.67297 -1.73054

=====

Entry 3:
9
Properties=species:S:1:pos:R:3 method="wB97M-V/def2-TZVPD" charge=+3 de_lowest_kj_mol=36.7 e_lumo_ev="-16.0276 / -16.0276"
O -0.71022 -1.20016 -0.19139
H -0.78873 -2.16285 -0.21883
O -0.25518 1.35118 -0.12209
La -2.62157 0.47467 -0.69352
H -0.00540 2.28303 -0.06935
C 0.78306 0.50897 0.25605
C 0.52668 -0.79612 0.28054
H 1.40886 -1.42575 0.05865
H 1.66250 0.96703 0.69994

=====

Entry 4:
9
Properties=species:S:1:pos:R:3 method="wB97M-V/def2-TZVPD" charge=+1 de_lowest_kj_mol=0.0 e_lumo_ev=-4.4288
O 1.21608 0.46515 0.43595
O 0.44984 -0.45072 -1.47720
C 0.30012 -0.00314 -0.20269
C -1.11370 -0.17268 0.26717
H 1.40893 -0.29876 -1.69873
H -1.21840 0.19483 1.30187
H -1.40215 -1.23697 0.24097
H -1.80399 0.39493 -0.37931
Li 2.16331 1.10740 1.51200

=====

Entry 5:
10
Properties=species:S:1:pos:R:3 method="wB97M-V/def2-TZVPD" charge=+2 multiplicity=7 de_lowest_kj_mol=54.8 e_lumo_ev="-9.8235 / -9.1921"
O -3.25057 0.52780 1.93287
C 0.97240 -0.70555 -1.19676
C 1.76483 0.19385 -0.36280
O 0.61075 -0.47729 0.18464
Li -4.76173 1.28281 1.78617
Tb -1.28775 0.07864 1.37442
H 0.26702 -0.29797 -1.92158
H 1.33457 -1.71609 -1.38509
H 1.64697 1.27200 -0.47655
H 2.70351 -0.15822 0.06469

=====

Entry 6:
12
Properties=species:S:1:pos:R:3 method="wB97M-V/def2-TZVPD" charge=+5 multiplicity=2 e_lumo_ev="-25.9941 / -25.9942"
O 2.36582 -0.56095 -0.80331
C 2.57081 -1.47090 -0.05861
H 3.54022 -2.02711 -0.11894
H 1.81833 -1.69485 0.74096
Sc 0.02506 3.58090 -0.57525
Li -0.85163 1.03587 -3.12547
O -0.44536 1.61652 -1.23052
C -1.91172 -0.36735 1.42615
O -1.02273 -0.08216 0.63243
O -1.52894 0.96607 -0.43758
H -1.64297 -1.06634 2.22969
H -2.91689 0.07031 1.32045

=====

Entry 7:
9
Properties=species:S:1:pos:R:3 method="wB97M-V/def2-TZVPD" charge=0 de_lowest_kj_mol=58.3 e_lumo_ev=0.5519
H -0.61454 1.37515 -1.21487
N 0.00800 0.74989 -1.71234
C 0.42379 -0.24642 -1.07160
N 0.16565 -0.50371 0.26322
C -0.40118 0.19381 1.27647
O -1.26161 1.01874 1.08197
H 1.19986 -0.98249 -1.47494
H 0.46917 -1.45900 0.55997
H 0.01086 -0.14597 2.29212

=====

Entry 8:
9
Properties=species:S:1:pos:R:3 method="wB97M-V/def2-TZVPD" charge=0 de_lowest_kj_mol=93.8 e_lumo_ev=0.9818
N 0.85427 -0.49386 0.90188
C -0.28247 0.25040 0.85133
N -1.00625 0.17537 -0.20075
C 0.32926 -0.36591 -1.78397
O -0.28517 -0.28172 -2.74483
H 1.54674 -0.27854 1.60166
H -0.51996 0.87208 1.71910
H -1.78332 0.81521 -0.27878
H 1.14689 -0.69302 -0.06564

=====

Entry 9:
9
Properties=species:S:1:pos:R:3 method="wB97M-V/def2-TZVPD" charge=0 de_lowest_kj_mol=290.6 smiles="C=NNC=O" e_lumo_ev=-0.0137
C -2.21732 -0.05241 -0.02051
N -0.94020 -0.63497 0.06624
N -0.03676 0.47623 -0.10034
C 1.35553 0.44872 0.05895
O 2.01392 -0.59987 -0.04433
H -2.38914 1.16761 -0.33469
H -3.13724 -0.57417 0.17972
H -0.36160 1.39656 0.36712
H 1.78610 1.54234 0.15061

=====

Entry 10:
9
Properties=species:S:1:pos:R:3 method="wB97M-V/def2-TZVPD" charge=0 de_lowest_kj_mol=338.8 smiles=Oc1c[nH][nH]1 e_lumo_ev=0.5270
O -0.47754 1.49889 -1.08263
C -0.12623 0.50473 -0.27561
C 0.89766 -0.25304 0.10180
N 0.12939 -1.19397 0.77722
N -1.09448 -0.19821 0.64235
H 0.04502 1.70407 -1.94924
H 2.03768 -0.25721 0.04595
H 0.26262 -1.12336 1.78689
H -1.67412 -0.68191 -0.04673

=====

Entry 11:
9
Properties=species:S:1:pos:R:3 method="wB97M-V/def2-TZVPD" charge=0 de_lowest_kj_mol=106.8 smiles="N/C=N/C=O" e_lumo_ev=0.7561
N -0.75287 0.64929 1.41272
C -0.56801 0.36120 0.13312
N 0.53976 -0.31700 0.04139
C 1.01059 -0.76731 -1.15056
O 2.03281 -1.39918 -1.27040
H -1.52401 1.16649 1.81797
H 0.15171 0.14343 1.69010
H -1.25238 0.66091 -0.66729
H 0.36240 -0.49782 -2.00704

=====

Entry 12:
9
Properties=species:S:1:pos:R:3 method="wB97M-V/def2-TZVPD" charge=0 de_lowest_kj_mol=114.4 smiles="[H]/N=C/C(N)=O" e_lumo_ev=0.2450
H -1.79266 1.26059 -0.57462
N -1.29706 0.61071 -0.03798
C -0.12618 0.96302 -0.22890
C 1.16850 0.26540 0.06446
N 1.10528 -1.25534 -0.25493
O 2.21103 0.80847 0.15898
H 0.13039 1.90253 -0.58404
H 0.34404 -1.87470 -0.12798
H 2.04504 -1.60435 -0.23791

=====

no.,electronic energy (Eh),F_max (hartree/bohr)
1,-808.35769,0.105
2,-266.98175,0.074
3,-259.37358,0.057
4,-236.44042,0.068
5,-1060.44909,0.119
6,-1144.75407,0.068
7,-263.34106,0.078
8,-263.32754,0.039
9,-263.25259,0.132
10,-263.23424,0.070
11,-263.32259,0.050
12,-263.31969,0.117